# 1
The following is a quantum chemistry calculation of C2H6O3PS as an isolated structure, from OMol25.

Last column: Mulliken charge in e.
Cartesian coordinates (Å):
C1 -0.856 -2.100 -0.121  -0.02
C2 0.160 2.210 -0.265  -0.63
O1 -1.282 -1.088 1.260  -0.69
O2 0.351 -1.709 -0.297  -0.16
O3 0.244 0.786 -0.478  -0.30
P1 1.162 -0.466 0.361  -0.29
S1 2.956 0.098 -0.469  -0.58
H1 -0.404 -0.553 1.190  0.46
H2 -1.160 -3.086 0.108  0.28
H3 -1.502 -1.770 -0.847  0.22
H4 -0.832 2.469 0.088  0.24
H5 0.303 2.690 -1.158  0.24
H6 0.859 2.521 0.629  0.23

* E_LUMO: 0.142 Ha
* net charge: -1
* energy relative to the best compared isomer or geometry (same formula, charge and spin): 102.5 kcal per mole
* gap between HOMO and LUMO: 7.186 eV

***

# 2
The following is a quantum chemistry calculation of a 5-piece molecular cluster, C15H33BrO5P overall, from OMol25.

Last column: Mulliken charge in e.
Cartesian coordinates (Å):
O1 -4.445 -1.647 -0.697  -0.42
P1 -3.402 -3.035 -1.012  0.30
C1 -2.070 -2.434 -2.261  -0.65
C2 -0.856 -1.555 -1.580  -0.53
C3 -0.214 -2.212 -0.221  -0.53
Br1 0.804 -3.869 -0.701  -0.13
H1 -3.787 -0.871 -0.617  0.38
H2 -2.866 -3.494 0.251  0.19
H3 -4.195 -4.125 -1.572  0.24
H4 -2.638 -1.684 -2.995  0.36
H5 -1.668 -3.299 -2.976  0.43
H6 -1.254 -0.461 -1.438  0.31
H7 0.013 -1.520 -2.398  0.34
H8 0.527 -1.388 0.224  0.35
H9 -0.985 -2.458 0.625  0.31
C4 -6.685 0.187 -1.698  -0.87
C5 -7.053 1.539 -1.147  0.85
O2 -6.527 2.566 -1.572  -0.56
C6 -8.090 1.585 -0.057  -1.14
H10 -5.926 0.307 -2.478  0.23
H11 -6.273 -0.438 -0.902  0.15
H12 -7.566 -0.288 -2.137  0.42
H13 -7.740 1.022 0.812  0.31
H14 -9.033 1.173 -0.423  0.35
H15 -8.255 2.625 0.243  0.31
C7 5.919 -1.305 -0.972  -1.07
C8 4.626 -1.747 -0.340  0.84
O3 3.775 -0.932 0.011  -0.58
C9 4.415 -3.226 -0.154  -0.88
H16 5.933 -0.212 -1.042  0.22
H17 6.763 -1.627 -0.356  0.32
H18 6.002 -1.722 -1.979  0.39
H19 5.192 -3.633 0.498  0.33
H20 4.431 -3.729 -1.125  0.31
H21 3.439 -3.398 0.313  0.12
C10 -3.411 3.598 0.253  -1.03
C11 -3.224 2.399 1.144  0.80
O4 -3.088 1.270 0.677  -0.56
C12 -3.208 2.637 2.631  -1.11
H22 -3.402 3.276 -0.794  0.24
H23 -4.373 4.071 0.464  0.32
H24 -2.595 4.308 0.408  0.38
H25 -4.161 3.067 2.948  0.34
H26 -2.383 3.304 2.892  0.35
H27 -3.065 1.683 3.149  0.28
C13 9.337 1.938 1.187  -1.09
C14 8.152 1.060 1.489  0.79
O5 7.935 0.036 0.843  -0.52
C15 7.243 1.483 2.611  -1.05
H28 9.904 1.509 0.354  0.29
H29 8.997 2.936 0.902  0.33
H30 9.990 1.994 2.062  0.33
H31 6.809 2.462 2.389  0.32
H32 7.802 1.519 3.549  0.33
H33 6.431 0.756 2.715  0.26

* E_LUMO: -0.148 Ha
* net charge: +1
* gap between HOMO and LUMO: 7.127 eV

***

| no. | HOMO level (eV) | strongest force on any atom (eV/A) |
| --- | --- | --- |
| 1 | -3.3 | 6.38 |
| 2 | -11.1 | 4.61 |